Record 1
Density functional theory data (wB97M-V/def2-TZVPD) for a gas-phase ion, C17H22ClN6O4 (charge +1) at a distorted geometry.

```
! wB97M-V def2-TZVPD RIJCOSX def2/J DEFGRID3
* xyz 1 1
N -0.7981 -1.2042 4.0845
C 0.3965 -1.9382 3.8871
O 0.4145 -3.1088 4.1951
C 1.6431 -1.2443 3.3226
C 1.7866 -1.5513 1.8020
C 0.7936 -0.8046 0.9838
N -0.3055 -1.3305 0.4173
C -0.9665 -0.3813 -0.2251
N -2.0913 -0.5521 -0.9102
O -2.7217 0.4678 -1.5755
C -2.6496 -1.9117 -1.0171
C -4.1774 -1.9580 -1.2964
C -4.4520 -2.6498 -2.6476
N -4.9869 -1.8642 -3.7470
O -4.2150 -3.8188 -2.8090
N -0.2863 0.7987 -0.0640
C -0.5210 2.1357 -0.5316
C -1.1733 3.0289 0.5409
O -1.1018 2.7317 1.6973
Cl -1.9991 4.5034 0.0179
N 0.7948 0.4832 0.6650
C 1.8754 1.3822 1.0854
C 2.8621 1.5182 -0.0850
C 3.8871 2.4465 -0.0551
C 4.7401 2.5947 -1.1099
C 4.6210 1.8277 -2.2518
C 3.6284 0.8761 -2.2726
C 2.7683 0.7274 -1.2087
H -0.6864 -0.2337 3.8083
H -1.5522 -1.6450 3.5714
H 2.4955 -1.7069 3.8279
H 1.6397 -0.1721 3.5472
H 1.6232 -2.6250 1.6921
H 2.7957 -1.2617 1.4896
H -3.3317 0.8775 -0.9402
H -2.1514 -2.3994 -1.8672
H -2.4244 -2.5317 -0.1514
H -4.7000 -1.0056 -1.1887
H -4.6111 -2.6267 -0.5435
H -5.9631 -1.6470 -3.5591
H -4.4563 -0.9943 -3.7546
H 0.4422 2.6049 -0.7837
H -1.1076 2.1836 -1.4491
H 2.3558 1.0218 1.9923
H 1.4878 2.3827 1.3063
H 4.0424 3.0926 0.8071
H 5.5402 3.3299 -1.1068
H 5.2683 1.9497 -3.1120
H 3.5108 0.2536 -3.1551
H 2.0167 -0.0517 -1.3231
*
```

Summary:
- energy relative to the best compared isomer or geometry (same formula, charge and spin) (eV) = 0.0000
- HOMO level (eV) = -12.668
- frontier orbital gap (Ha) = 0.355
- SMILES string = NC(=O)CCc1nc(N(O)CCC(N)=O)n(CC(=O)Cl)[n+]1Cc1ccccc1

---

Record 2
Density functional theory data (wB97M-V/def2-TZVPD) for 3 unconnected molecules or ions with the total composition C22H35IO13P2 at a distorted geometry.

```
! wB97M-V def2-TZVPD RIJCOSX def2/J DEFGRID3
* xyz 0 1
O -0.2331 -0.2732 5.9034
C -0.4841 -0.5801 4.7725
C 0.1916 -1.7885 4.0393
C 0.4403 -1.6479 2.7186
P 1.1849 -3.0018 1.6837
O 1.5901 -4.1957 2.4594
O 2.4128 -2.2882 0.8479
O 0.0277 -3.4361 0.5593
C 0.0984 -0.3102 1.9677
O 0.8201 0.1583 1.1324
C -1.2284 0.3590 2.4471
C -1.4922 0.2260 3.8918
C -2.6856 0.8469 4.4307
C -3.5596 1.5327 3.5020
O -4.7370 2.1238 3.9979
C -3.3234 1.6694 2.0833
C -2.1138 1.0460 1.5310
P -1.6683 1.0840 -0.3109
O -1.3174 2.7076 -0.6149
I -3.5971 0.3302 -1.6505
H 0.4619 -2.7334 4.5729
H 2.9204 -2.9603 0.3561
H -0.7164 -2.8068 0.5891
H -2.8885 0.7334 5.5167
H -5.3953 1.4127 4.0987
H -3.9980 2.2158 1.3905
H -0.5706 2.9041 -0.0075
C 4.6457 4.2681 -1.4876
O 4.0238 4.9088 -0.3933
C 2.6107 4.9434 -0.5303
C 1.9588 5.3059 0.7933
O 1.8456 4.1951 1.6808
C 3.0530 3.7939 2.3262
C 3.4742 4.7383 3.4381
O 4.1599 5.8611 2.9005
C 4.2387 6.9260 3.8247
H 4.4180 4.7896 -2.4231
H 5.7229 4.2888 -1.3243
H 4.3249 3.2226 -1.5515
H 2.2422 3.9663 -0.8676
H 2.3630 5.7056 -1.2801
H 0.9299 5.6132 0.5861
H 2.4567 6.1484 1.2745
H 3.8537 3.6359 1.6019
H 2.8270 2.8239 2.7760
H 4.1625 4.2186 4.1169
H 2.5899 5.0665 3.9968
H 3.2359 7.2931 4.0705
H 4.7985 7.7372 3.3603
H 4.7581 6.6118 4.7361
C -4.3154 -6.6128 -5.4952
O -3.3703 -5.6164 -5.1677
C -3.9886 -4.3692 -4.8835
C -3.0052 -3.4332 -4.2016
O -2.8761 -3.6898 -2.8041
C -2.1052 -4.8393 -2.4570
C -0.6116 -4.6296 -2.6355
O -0.2445 -4.8205 -3.9960
C 1.0292 -4.2825 -4.2802
H -4.8943 -6.3233 -6.3785
H -3.7748 -7.5336 -5.7130
H -4.9863 -6.7967 -4.6488
H -4.8614 -4.5216 -4.2367
H -4.3116 -3.9289 -5.8357
H -3.4048 -2.4177 -4.2720
H -2.0332 -3.4317 -4.6962
H -2.4575 -5.7255 -2.9878
H -2.2972 -5.0009 -1.3932
H -0.0652 -5.3668 -2.0340
H -0.3400 -3.6193 -2.3081
H 1.0265 -3.1965 -4.1331
H 1.2588 -4.4882 -5.3253
H 1.7960 -4.7457 -3.6499
*
```

Summary:
- energy relative to the best compared isomer or geometry (same formula, charge and spin) (eV) = 0.0000
- HOMO level (eV) = -8.540
- frontier orbital gap (Ha) = 0.260
- SMILES string = O=C1C=C(P(=O)(O)O)C(=O)c2c1cc(O)cc2P(O)I.COCCOCCOC.COCCOCCOC

---

Record 3
Density functional theory data (wB97M-V/def2-TZVPD) for 2 unconnected molecules or ions with the total composition C2H4NO4 at a distorted geometry.

```
! wB97M-V def2-TZVPD RIJCOSX def2/J DEFGRID3
* xyz -1 1
O -0.1574 0.4035 -2.0247
C -0.9825 -0.0800 -1.2425
N -0.6018 -1.0573 -0.3593
C 0.6445 -1.0227 0.5682
O 0.6433 -0.4816 1.6825
O 1.4477 -1.9144 0.1393
H -2.0545 0.1120 -1.3874
H -1.4182 -1.3241 0.1807
H 0.7273 1.9256 0.0547
H 0.8828 1.2993 1.4126
O 0.8688 2.1396 0.9759
*
```

Summary:
- energy relative to the best compared isomer or geometry (same formula, charge and spin) (eV) = 1.6494
- HOMO level (eV) = -4.726
- frontier orbital gap (Ha) = 0.317

---

Record 4
Density functional theory data (wB97M-V/def2-TZVPD) for 7 unconnected molecules or ions with the total composition C28H62N2O12S5 at a distorted geometry.

```
! wB97M-V def2-TZVPD RIJCOSX def2/J DEFGRID3
* xyz 1 2
C 8.8481 12.9105 7.1073
C 10.0846 12.6443 6.1470
C 11.3896 12.2522 6.8321
O 12.0762 13.3383 7.6017
C 13.3007 13.0600 8.2033
N 9.7051 11.7792 5.0395
H 9.1133 13.7033 7.8067
H 8.6827 12.0440 7.7476
H 8.0404 13.0511 6.3889
H 10.2402 13.6228 5.6926
H 12.0827 11.8349 6.1016
H 11.2224 11.3401 7.4049
H 13.6147 13.9508 8.7473
H 14.1096 12.7777 7.5296
H 13.0632 12.2656 8.9108
H 9.6854 10.7898 5.2415
H 8.7479 12.0207 4.8259
C 17.9411 15.8820 11.5421
C 17.1154 16.9628 10.7592
C 15.5826 16.6518 10.7390
O 15.0285 17.6245 9.8049
C 13.6550 17.3353 9.4778
N 17.2114 18.2232 11.3480
H 17.9153 14.9070 11.0554
H 17.7028 15.8264 12.6043
H 18.9689 16.2428 11.5030
H 17.5033 16.9283 9.7412
H 14.9943 16.6282 11.6563
H 15.4892 15.6740 10.2663
H 13.4452 16.4222 8.9207
H 13.4014 18.1792 8.8362
H 12.9716 17.4180 10.3230
H 18.2148 18.3241 11.2923
H 16.7194 18.8651 10.7430
C 9.6305 7.8593 0.6112
C 10.0696 9.0414 1.5190
C 10.2319 8.3829 2.8728
S 10.7271 6.4806 2.6902
O 9.7547 5.6692 3.4572
O 12.2007 6.4972 2.9153
C 10.5148 6.5835 0.8148
H 9.6399 8.1424 -0.4413
H 8.5924 7.6334 0.8546
H 9.3412 9.8247 1.3095
H 11.0418 9.2719 1.0833
H 9.1817 8.3052 3.1542
H 10.7515 8.9778 3.6240
H 10.2606 5.5958 0.4303
H 11.4889 6.7433 0.3526
C 17.1840 14.8856 6.4807
C 16.9837 13.4536 5.9510
C 18.2315 13.1006 5.1001
S 18.4369 14.5781 4.0310
O 17.6630 14.4915 2.8511
O 19.8606 14.8860 3.9223
C 17.6270 15.7465 5.1839
H 17.7963 14.9251 7.3816
H 16.1700 15.1868 6.7436
H 16.0698 13.3499 5.3660
H 16.8605 12.8391 6.8427
H 18.2412 12.3562 4.3040
H 19.0959 13.0526 5.7623
H 16.6992 15.9654 4.6553
H 18.3466 16.5406 5.3830
C 15.9772 9.4743 6.3137
C 16.0980 8.1624 5.4120
C 14.6928 7.6088 5.0981
S 13.7793 8.1319 6.7075
O 13.6366 6.9679 7.5640
O 12.5724 8.9126 6.3807
C 15.0107 9.1704 7.4532
H 15.3405 10.1564 5.7504
H 16.9016 9.9817 6.5896
H 16.6870 7.3561 5.8491
H 16.6258 8.3264 4.4725
H 14.5320 6.5336 5.1773
H 14.2711 8.0963 4.2192
H 15.5699 8.5796 8.1788
H 14.7358 10.0459 8.0414
C 13.5917 17.2524 4.2026
C 13.4506 16.2530 5.3561
C 11.9497 16.3922 5.8249
S 10.8458 17.1144 4.4721
O 10.4738 18.5419 4.7083
O 9.8376 16.1282 4.1012
C 12.3082 17.0501 3.3731
H 14.4448 17.1611 3.5304
H 13.5027 18.2953 4.5069
H 14.0676 16.3799 6.2457
H 13.5721 15.2375 4.9792
H 11.9100 16.9694 6.7487
H 11.5256 15.3985 5.9688
H 12.1700 17.8037 2.5978
H 12.2873 16.0565 2.9255
C 8.5094 6.4397 6.6716
C 6.9973 6.5216 7.1306
C 6.4762 7.6876 6.4049
S 7.6837 8.9407 6.5899
O 7.2669 9.4257 7.9075
O 7.6834 9.7750 5.3965
C 9.1082 7.8400 6.7223
H 8.5502 6.1946 5.6103
H 9.0721 5.7237 7.2707
H 7.0384 6.8856 8.1572
H 6.4999 5.5525 7.0903
H 5.4722 8.0653 6.5982
H 6.5674 7.5809 5.3240
H 9.6543 8.0701 7.6372
H 9.9190 8.1410 6.0589
*
```

Summary:
- HOMO level (spin up / spin down) (eV) = -11.071 / -11.071
- frontier orbital gap (spin up / spin down) (Ha) = 0.318 / 0.114
- expectation value of S² = 0.75